189
Properties=species:S:1:pos:R:3:forces:R:3 method="wB97M-V/def2-TZVPD" lumo_energy_ev=-8.61 homo_ha=-0.711 homo_lumo_gap_ev=10.735 relative_energy_ev=2.2007 charge=+5
C 12.54897 12.92030 -14.20875 0.780 0.232 -0.157
C 12.23763 13.01076 -15.72772 -1.558 0.386 1.024
C 13.44763 13.43408 -16.49891 0.293 -1.003 -1.351
N 13.30814 13.62637 -18.08528 -0.936 1.357 1.854
C 14.70328 14.08009 -18.58185 -0.719 -1.024 -1.719
C 14.66245 14.44582 -20.10849 -0.122 0.478 1.323
C 13.66715 15.64527 -20.30559 1.191 -1.454 0.003
C 12.26168 15.18889 -19.80865 0.761 0.615 0.208
C 12.29935 14.77397 -18.29817 0.316 0.208 -1.697
C 12.85130 12.34149 -18.74853 0.451 0.224 0.801
H 12.73383 13.86992 -13.70661 -0.443 0.485 -0.423
H 13.52295 12.46190 -14.03752 -0.245 -0.786 0.007
H 11.74593 12.43703 -13.65226 0.242 -0.234 -0.162
H 11.40080 13.70586 -15.79599 0.083 0.526 -0.280
H 11.75394 12.08744 -16.04651 0.629 -0.350 -0.200
H 14.16099 12.61379 -16.41932 0.334 0.191 -0.001
H 13.88020 14.33170 -16.05700 0.013 0.128 -0.462
H 15.06575 14.90269 -17.96538 -0.377 0.070 -0.047
H 15.38915 13.24233 -18.45594 -0.184 -0.127 0.293
H 15.71310 14.60338 -20.35223 -0.008 0.862 -0.045
H 14.46481 13.61272 -20.78301 -0.590 -0.246 0.366
H 14.10091 16.47360 -19.74538 -0.397 0.172 0.365
H 13.77761 15.95892 -21.34363 -0.784 -0.082 -0.093
H 11.52766 15.98131 -19.95493 0.000 0.204 0.325
H 11.84215 14.40116 -20.43442 0.254 -0.273 0.105
H 12.59707 15.61472 -17.67156 0.489 -0.038 -0.048
H 11.28129 14.55184 -17.97831 0.206 -0.826 0.032
H 13.54066 11.61137 -18.32451 0.003 -0.305 -0.645
H 12.85492 12.41772 -19.83585 0.410 0.034 0.280
H 11.84517 12.04359 -18.45348 0.011 0.484 0.248
C 4.00145 10.92460 -19.95810 0.465 0.430 -1.039
C 4.19717 12.24768 -19.18894 -0.699 -0.489 0.583
C 4.42876 11.90367 -17.70523 0.946 0.261 0.653
N 5.29667 12.90632 -16.90612 1.250 0.223 0.488
C 5.34880 12.51450 -15.39531 0.079 1.454 -0.212
C 6.20989 13.50360 -14.52245 1.105 -0.455 -0.974
C 7.70091 13.42655 -14.99841 -0.827 -0.635 0.636
C 7.80600 13.61339 -16.49152 -0.667 0.010 -0.563
C 6.80682 12.79625 -17.39984 0.521 1.363 1.269
C 4.68227 14.31030 -17.05464 0.827 -0.642 0.025
H 3.79986 11.14296 -21.00680 -0.584 0.181 -0.005
H 3.24919 10.22290 -19.59777 -0.091 0.327 0.245
H 4.94811 10.40396 -20.10258 0.188 -0.048 0.697
H 3.33704 12.91175 -19.27427 -0.267 -0.189 -0.050
H 5.00941 12.80960 -19.65006 0.309 -0.229 0.318
H 4.91465 10.92832 -17.67862 0.576 0.174 0.182
H 3.57991 11.75203 -17.03847 -0.603 0.344 -0.601
H 5.73002 11.49334 -15.39579 0.084 0.093 0.253
H 4.33971 12.54128 -14.98406 -0.160 -0.195 -0.387
H 6.05555 13.19906 -13.48729 0.240 -0.101 -0.021
H 5.93466 14.55761 -14.56006 -0.650 -0.183 -0.205
H 8.06280 12.45193 -14.67089 0.144 -0.280 -0.336
H 8.42334 14.11746 -14.56388 -0.539 0.315 0.483
H 8.85393 13.45420 -16.74569 -0.124 -0.703 -0.606
H 7.71156 14.66066 -16.77856 -0.418 0.290 0.245
H 7.09831 11.74636 -17.37037 -0.507 -0.027 -0.208
H 6.95164 13.24929 -18.38060 -0.630 -0.508 -0.208
H 5.08400 15.06522 -16.37877 0.582 -0.491 -0.009
H 3.63154 14.27457 -16.76694 -0.095 -0.337 -0.608
H 4.92393 14.60813 -18.07494 -0.579 0.093 0.008
C 8.01042 8.49557 -20.77778 0.918 0.876 -0.335
C 6.72629 7.74906 -20.48525 -0.442 0.480 -0.643
C 6.88152 6.62056 -19.46979 -0.643 1.267 0.516
N 5.57141 5.96977 -19.02166 0.077 -0.763 -1.668
C 4.93053 5.49566 -20.36961 0.003 -1.275 0.361
C 3.93952 4.38635 -20.10004 -1.369 -0.601 1.281
C 4.43329 3.21856 -19.22134 0.040 -0.564 0.095
C 4.97425 3.60078 -17.86089 0.441 2.235 -1.208
C 6.03745 4.75060 -18.10151 -1.099 -0.570 0.352
C 4.54347 6.89054 -18.32095 1.516 -1.314 0.817
H 7.83244 9.39628 -21.36530 -0.518 0.060 0.143
H 8.75547 8.02111 -21.41645 -0.133 -0.807 0.308
H 8.53222 8.86454 -19.89478 -0.053 -0.198 0.238
H 6.32083 7.45485 -21.45331 0.185 -0.702 0.025
H 5.97792 8.49132 -20.20757 -0.013 0.031 0.708
H 7.26936 7.02358 -18.53425 0.463 0.017 -0.097
H 7.56881 5.88451 -19.88687 -0.313 -0.274 0.301
H 5.70385 5.10151 -21.02895 0.429 0.169 0.315
H 4.50562 6.36547 -20.87060 -0.095 -0.073 0.324
H 3.39808 3.91898 -20.92253 0.764 0.442 -0.784
H 3.08151 4.82686 -19.59223 -0.115 0.178 0.415
H 5.21505 2.62614 -19.69674 0.139 0.176 -0.457
H 3.64864 2.48145 -19.05080 -0.337 0.223 -0.306
H 5.40671 2.72075 -17.38483 0.270 0.388 0.202
H 4.22031 4.05342 -17.21684 -0.255 -0.410 0.127
H 6.92926 4.35080 -18.58414 -0.091 0.176 0.049
H 6.25248 5.14512 -17.10843 0.417 0.498 -0.311
H 4.05275 7.63153 -18.95200 0.117 -0.564 -0.273
H 5.04807 7.39751 -17.49847 0.271 0.096 -0.145
H 3.89935 6.16648 -17.82204 -0.557 0.430 -0.382
C 2.23421 13.51014 -22.99775 -0.328 -0.180 -0.743
C 2.35750 14.70797 -22.07368 0.947 1.557 -0.924
C 3.49984 15.67316 -22.65236 -0.526 0.148 1.236
N 3.69348 17.04263 -21.90623 2.350 -0.256 0.617
C 2.48466 17.97134 -21.89804 0.635 0.442 0.005
C 2.86378 19.43363 -21.51744 -0.912 -0.515 0.326
C 4.04174 20.04557 -22.21732 0.805 -0.641 1.063
C 5.26440 19.15588 -22.03529 0.208 -1.056 -1.082
C 4.93890 17.75021 -22.61585 -0.794 0.907 -0.387
C 4.15506 16.80386 -20.40649 -0.394 -0.172 -1.847
H 1.80009 13.73212 -23.97262 -0.225 0.524 0.060
H 1.56977 12.74419 -22.59786 0.290 -0.066 0.219
H 3.20037 13.09391 -23.28306 0.179 -0.259 0.544
H 2.55880 14.37470 -21.05559 0.432 0.105 -0.033
H 1.44015 15.29289 -22.00716 -0.191 -0.184 -0.187
H 3.40723 15.95441 -23.70138 -0.817 0.003 0.032
H 4.46209 15.16114 -22.65115 0.166 0.039 0.599
H 1.97508 18.00005 -22.86117 0.294 -0.530 -0.163
H 1.82900 17.52960 -21.14765 -0.215 0.229 -0.158
H 2.02385 20.05238 -21.83327 -0.420 -0.189 0.623
H 2.98436 19.45146 -20.43427 -0.129 0.418 0.025
H 3.76089 20.15998 -23.26428 0.536 0.205 -0.137
H 4.32709 20.99302 -21.76014 -0.606 0.282 -0.293
H 6.07665 19.63795 -22.57934 0.146 -0.522 -0.555
H 5.73420 19.04516 -21.05798 -0.722 0.266 0.503
H 4.61560 17.91093 -23.64432 -0.360 -0.014 -0.050
H 5.81489 17.11303 -22.73725 -0.259 -0.528 0.835
H 4.21113 17.75880 -19.88395 -0.022 -0.179 -0.230
H 5.13154 16.33029 -20.50810 -0.029 0.042 0.248
H 3.45223 16.13004 -19.91648 -0.058 0.150 -0.172
C 14.85595 21.98969 -17.96670 0.017 0.102 1.060
C 13.64355 21.02582 -18.12442 -0.382 0.977 -1.219
C 12.64268 20.97952 -16.91807 0.045 -0.437 0.239
N 11.21833 20.23890 -17.05577 0.459 0.831 -1.199
C 11.47200 18.79236 -17.53296 1.236 1.349 0.197
C 10.24406 18.04285 -17.85205 -1.574 0.281 0.316
C 9.41227 18.80651 -18.94752 1.134 0.563 0.447
C 9.11992 20.29453 -18.53555 0.416 -0.511 1.173
C 10.37811 21.09393 -18.11339 0.270 -2.143 -0.073
C 10.48594 20.24928 -15.69368 1.125 0.580 -1.268
H 15.41877 21.77454 -17.05838 -0.019 0.100 0.113
H 14.57058 23.04162 -17.95633 -0.353 -0.071 0.324
H 15.59421 21.96823 -18.76834 -0.360 -0.668 -0.279
H 14.02662 20.07846 -18.50368 -0.182 -0.404 0.737
H 13.18632 21.44895 -19.01885 -0.673 -0.094 0.013
H 12.35994 21.95984 -16.53450 0.115 0.199 -0.442
H 13.16959 20.51609 -16.08399 -0.269 -0.376 0.108
H 12.14011 18.84429 -18.39263 -0.067 0.290 -0.089
H 12.05768 18.34317 -16.73089 -0.061 -0.041 0.132
H 10.48578 16.99584 -18.03488 0.136 0.105 -0.900
H 9.72767 17.90571 -16.90197 -0.728 0.368 0.032
H 10.07846 18.90215 -19.80492 -0.069 -0.415 -0.380
H 8.52154 18.25160 -19.24208 0.051 0.247 0.096
H 8.66806 20.90843 -19.31468 -0.240 -0.390 -0.109
H 8.45349 20.24750 -17.67429 -0.352 0.295 -0.111
H 10.98888 21.22423 -19.00674 0.384 -0.154 0.254
H 10.16536 22.09500 -17.73831 0.003 -0.291 0.482
H 10.47791 21.31251 -15.45375 -0.091 -0.227 0.555
H 11.09481 19.64900 -15.01762 -0.153 0.239 0.131
H 9.46320 19.87691 -15.75247 0.281 -0.029 -0.269
C 4.56430 14.84534 -31.34120 -0.351 0.487 1.516
C 5.11488 13.98485 -30.19300 0.689 -0.556 -0.546
C 5.56406 14.78311 -28.94366 -0.109 0.208 -0.491
N 6.14226 13.93717 -27.79503 0.652 -0.127 0.498
C 7.50182 13.37837 -28.30781 0.078 -0.573 0.161
C 8.23931 12.57493 -27.23579 -0.888 0.359 -0.280
C 8.61824 13.40453 -26.03318 0.387 0.432 0.377
C 7.38480 14.14461 -25.42144 -0.785 -1.549 -0.644
C 6.49805 14.82032 -26.50443 0.712 0.297 -1.304
C 5.15735 12.84281 -27.40085 0.985 0.407 0.037
H 3.64885 15.27392 -30.93329 -0.156 0.466 -0.655
H 4.34967 14.27021 -32.24190 0.085 -0.019 0.241
H 5.30572 15.61777 -31.54553 -0.264 0.150 -0.297
H 5.93680 13.50583 -30.72506 0.462 -0.428 0.806
H 4.39613 13.21031 -29.92541 -0.044 0.075 0.012
H 4.73992 15.40801 -28.59956 -0.260 -0.385 0.508
H 6.31912 15.52377 -29.20713 0.306 -0.233 -0.035
H 8.00629 14.24314 -28.73887 0.251 0.040 0.447
H 7.44623 12.65340 -29.11986 -1.146 0.350 -0.254
H 9.02238 11.98011 -27.70602 0.464 0.585 0.034
H 7.54342 11.77696 -26.97682 -0.147 -0.071 0.450
H 9.38718 14.13745 -26.27749 -0.190 0.369 -0.533
H 9.21027 12.78708 -25.35765 -0.725 -0.111 0.647
H 7.65029 14.80094 -24.59267 0.154 0.549 -0.461
H 6.70172 13.45464 -24.92604 0.252 -0.586 0.115
H 7.06287 15.66097 -26.90741 -0.101 0.057 -0.300
H 5.54799 15.22433 -26.15478 -0.019 -0.293 0.146
H 5.51543 12.36901 -26.48687 0.051 -0.022 -0.192
H 5.14602 12.12289 -28.21920 -0.326 0.068 0.223
H 4.18895 13.29000 -27.17651 0.040 0.016 -0.391
N 6.80455 14.29344 -21.06044 -0.428 -4.353 -1.365
S 7.22292 12.67920 -21.59142 -0.319 -1.799 -3.650
O 7.05072 11.63433 -20.62152 -0.024 1.431 0.249
O 8.31409 12.48725 -22.57218 -1.966 1.491 2.675
F 5.93862 12.42464 -22.59988 0.603 0.880 1.317
S 8.21939 14.84176 -20.82145 5.615 2.769 1.159
O 8.88004 15.48427 -21.96358 -1.383 -1.255 1.937
O 9.09542 14.12128 -19.85916 -1.720 0.511 -1.998
F 7.78308 16.05453 -19.88511 -0.516 0.482 -0.129